No. 1
{"formula": "C26H43InNS4", "method": "ωB97M-V/def2-TZVPD", "symbols": ["C", "C", "S", "C", "In", "C", "C", "C", "S", "C", "C", "C", "S", "C", "S", "N", "C", "C", "C", "C", "H", "H", "H", "H", "H", "H", "H", "H", "H", "H", "H", "H", "H", "H", "H", "H", "H", "H", "H", "H", "H", "H", "H", "H", "H", "H", "H", "H", "H", "H", "H", "C", "C", "C", "C", "C", "C", "H", "H", "H", "H", "H", "H", "C", "C", "C", "C", "C", "C", "H", "H", "H", "H", "H", "H"], "positions_angstrom": [[-2.8955, 0.2924, -1.6769], [-2.9696, 0.0156, -0.0356], [-2.3347, -1.7058, 0.3681], [-0.4393, -1.7266, 0.3970], [0.4655, -1.3987, -1.7008], [2.0268, -3.0129, -1.9890], [1.4448, -4.4750, -2.4522], [2.7852, -5.4575, -2.6382], [3.2178, -6.3746, -1.0449], [1.3360, 0.7300, -1.6359], [2.8890, 0.8169, -2.1536], [3.9307, -0.1695, -1.3594], [5.0338, 0.7626, -0.1086], [5.5543, -0.6405, 1.0814], [6.8944, -1.5765, 0.4994], [4.8725, -0.8673, 2.4115], [3.3662, -0.9251, 2.3078], [2.6205, 0.5537, 2.4123], [5.3334, -2.1268, 3.1086], [4.7311, -3.5260, 2.4321], [-3.7899, 0.9485, -2.0578], [-1.9027, 0.8250, -2.0112], [-2.9457, -0.7457, -2.2196], [-2.3772, 0.8094, 0.5893], [-4.1044, 0.0601, 0.3321], [-0.1304, -0.7992, 1.0810], [0.0147, -2.6719, 0.9219], [-0.9029, -1.4649, -2.8658], [2.8726, -2.6054, -2.6971], [2.5423, -3.1849, -0.9264], [0.8685, -4.4757, -3.4714], [0.8037, -4.9975, -1.6086], [3.6881, -4.7122, -2.8324], [2.7150, -6.1515, -3.5795], [3.4130, -5.4682, 0.0253], [1.3459, 1.0861, -0.4965], [0.6284, 1.5187, -2.1854], [2.9357, 0.7095, -3.3310], [3.2525, 1.9311, -1.9284], [3.2592, -0.8812, -0.6790], [4.5657, -0.8159, -2.1121], [2.9901, -1.5634, 1.3734], [2.9695, -1.5310, 3.2571], [1.5691, 0.5588, 1.8722], [3.3006, 1.4519, 2.0965], [2.3983, 0.7098, 3.5749], [4.8519, -2.0938, 4.2009], [6.5027, -2.1812, 3.2967], [4.8071, -3.5249, 1.2473], [3.6274, -3.7594, 2.7668], [5.4416, -4.3910, 2.8065], [-1.6254, 1.5891, 3.3775], [-0.8326, 2.7270, 3.5233], [-1.3951, 3.9148, 3.9898], [-2.7498, 3.9618, 4.3203], [-3.5417, 2.8228, 4.1781], [-2.9812, 1.6375, 3.7027], [-1.1874, 0.6645, 3.0107], [0.2245, 2.6884, 3.2723], [-0.7785, 4.8031, 4.0969], [-3.1872, 4.8860, 4.6885], [-4.5971, 2.8592, 4.4372], [-3.5997, 0.7519, 3.5868], [-7.2752, 3.8116, -4.3227], [-6.3092, 4.8008, -4.1409], [-5.4388, 4.7353, -3.0533], [-5.5282, 3.6741, -2.1520], [-6.4917, 2.6828, -2.3359], [-7.3682, 2.7533, -3.4184], [-7.9555, 3.8648, -5.1685], [-6.2352, 5.6241, -4.8471], [-4.6907, 5.5099, -2.9082], [-4.8468, 3.6202, -1.3071], [-6.5601, 1.8549, -1.6344], [-8.1223, 1.9838, -3.5583]], "forces_ev_per_angstrom": [[-0.2, 0.0, 0.0], [0.0, 0.9, -0.7], [0.1, 0.1, 0.6], [0.9, 1.6, 1.1], [-0.2, 0.1, 0.3], [0.6, -0.9, 0.6], [1.5, -0.6, 0.1], [0.3, 2.5, -0.5], [0.0, 0.0, 0.0], [0.6, 1.1, 0.8], [0.0, 1.9, 0.2], [-1.5, -1.4, -0.2], [-0.7, -1.5, 0.5], [0.7, -1.4, 0.3], [-2.5, 1.7, 1.5], [0.8, -1.0, -3.1], [-2.2, 0.2, 0.4], [-0.1, -0.2, 1.3], [-0.3, -1.3, 1.5], [1.0, -0.3, -0.1], [1.6, -1.1, 0.9], [-1.9, -1.1, 0.8], [0.1, 2.1, 1.1], [-1.1, -1.4, -1.3], [2.5, -0.3, -0.8], [-0.5, -1.9, -1.2], [-1.5, 1.5, -0.8], [0.5, -0.2, 0.1], [-1.5, -1.1, 1.1], [-0.9, 0.3, -2.1], [1.0, 0.2, 2.0], [1.1, 1.3, -1.8], [-1.9, -1.7, 0.2], [0.2, 0.7, 2.3], [-0.4, -0.3, -1.8], [0.0, -0.7, -2.2], [1.7, -1.6, 0.9], [0.1, -0.1, 2.5], [-0.5, -2.2, -0.6], [1.5, 1.3, -1.7], [-1.1, 1.3, 1.8], [0.9, 1.5, 1.8], [1.0, 1.3, -2.1], [2.4, 0.0, 0.9], [-1.4, -2.0, 0.3], [0.4, -0.2, -2.5], [1.0, 0.1, -2.3], [-2.6, 0.3, -0.9], [-0.2, 0.1, 2.6], [2.3, 0.6, -0.7], [-1.6, 1.6, -0.7], [0.0, 0.1, 0.1], [-0.2, 0.0, 0.0], [-0.1, -0.2, 0.0], [0.1, -0.1, -0.1], [0.2, 0.0, 0.0], [0.1, 0.1, 0.0], [-0.1, 0.1, 0.0], [-0.2, 0.0, 0.0], [-0.1, -0.1, 0.0], [0.1, -0.1, -0.1], [0.1, 0.0, 0.0], [0.1, 0.1, 0.0], [0.1, 0.0, 0.2], [0.0, -0.1, 0.1], [-0.1, -0.2, 0.0], [-0.1, 0.0, -0.1], [0.0, 0.1, -0.1], [0.1, 0.2, 0.0], [0.1, 0.0, 0.1], [0.0, -0.1, 0.1], [-0.1, -0.1, 0.0], [-0.1, 0.0, -0.1], [0.0, 0.1, -0.1], [0.1, 0.1, 0.0]], "charge": -1}

=====

No. 2
{"formula": "C3H3NO2", "method": "ωB97M-V/def2-TZVPD", "symbols": ["O", "C", "C", "O", "C", "N", "H", "H", "H"], "positions_angstrom": [[0.3462, -0.4855, 1.5063], [-0.3507, 0.0433, 0.4317], [0.5015, 0.8391, -0.5520], [1.6705, 1.0512, -0.3908], [-0.9550, -1.0035, -0.4232], [-1.3666, -1.8137, -1.1371], [1.2750, -0.5787, 1.2441], [-1.1572, 0.6936, 0.8046], [-0.0521, 1.1496, -1.4498]], "forces_ev_per_angstrom": [[0.2, 0.1, 0.0], [-0.1, -0.1, -0.1], [0.3, 0.3, 0.0], [-0.3, -0.2, 0.1], [-0.6, -1.0, -0.6], [0.3, 0.8, 0.6], [0.0, 0.1, 0.1], [0.2, -0.1, -0.1], [0.0, 0.2, -0.1]], "de_lowest_kj_mol": 171.74, "smiles": "N#C[C@@H](O)C=O"}

=====

No. 3
{"formula": "C4H2NO4", "method": "ωB97M-V/def2-TZVPD", "symbols": ["C", "C", "C", "C", "N", "O", "O", "O", "O", "H", "H"], "positions_angstrom": [[2.9020, 0.9017, -1.4838], [0.9264, 1.3975, -0.8349], [2.6931, 0.4039, -0.2332], [1.6313, 1.5021, 0.3238], [-0.8590, -0.1048, -0.3328], [3.4998, 1.5943, -2.2577], [2.7542, -0.7123, 0.3055], [1.7302, 2.1415, 1.3517], [-0.1149, 0.7479, -1.2809], [-0.3005, -0.9558, -0.2395], [-0.8176, 0.3729, 0.5689]], "forces_ev_per_angstrom": [[-0.2, 2.1, -1.5], [1.4, -0.3, -0.8], [-1.0, -0.1, 1.3], [0.6, 0.0, -0.1], [0.0, 0.0, 0.0], [-0.2, -1.0, 0.2], [0.4, -0.6, 0.3], [-0.2, -0.1, 0.8], [-1.1, -0.4, 0.0], [0.2, 0.3, 0.0], [0.2, 0.0, -0.2]], "de_lowest_kj_mol": 486.00, "charge": -1}

=====

No. 4
{"formula": "C42H43KN7O4P2S", "method": "ωB97M-V/def2-TZVPD", "symbols": ["K", "N", "P", "C", "C", "C", "C", "C", "C", "C", "C", "C", "C", "C", "C", "P", "C", "C", "C", "C", "C", "C", "C", "C", "C", "C", "C", "C", "H", "H", "H", "H", "H", "H", "H", "H", "H", "H", "H", "H", "H", "H", "H", "H", "H", "H", "H", "H", "H", "N", "C", "C", "C", "C", "C", "N", "C", "C", "C", "C", "C", "N", "H", "H", "H", "H", "H", "H", "H", "H", "H", "C", "C", "S", "O", "O", "C", "C", "N", "C", "N", "C", "C", "N", "O", "O", "C", "H", "H", "H", "H", "H", "H", "H", "H", "H", "H", "H", "H", "H"], "positions_angstrom": [[-0.1100, -0.1021, -0.1733], [3.0317, -1.8304, 0.2505], [3.2988, -0.1566, 0.0037], [5.1075, -0.1000, -0.1422], [5.6503, 0.0910, -1.4107], [7.0256, 0.0944, -1.5930], [7.8657, -0.0914, -0.5054], [7.3333, -0.2782, 0.7640], [5.9597, -0.2806, 0.9465], [3.0158, 0.6076, 1.6391], [3.5406, 1.8761, 1.9039], [3.1724, 2.5674, 3.0453], [2.2646, 2.0082, 3.9394], [1.7459, 0.7484, 3.6921], [2.1190, 0.0512, 2.5462], [1.5503, -2.7161, 0.0640], [2.1431, -4.3827, 0.4538], [3.2368, -4.9425, -0.2092], [3.6538, -6.2227, 0.1080], [2.9784, -6.9535, 1.0810], [1.8912, -6.4040, 1.7406], [1.4754, -5.1148, 1.4292], [1.3179, -2.8170, -1.7567], [1.6961, -1.8191, -2.6529], [1.3680, -1.9190, -4.0003], [0.6513, -3.0082, -4.4677], [0.2669, -4.0074, -3.5826], [0.5953, -3.9113, -2.2411], [3.6388, -2.2729, 0.9345], [4.9936, 0.2414, -2.2600], [7.4401, 0.2473, -2.5805], [8.9386, -0.0858, -0.6448], [7.9902, -0.4169, 1.6125], [5.5502, -0.4099, 1.9417], [4.2492, 2.3206, 1.2127], [3.5973, 3.5418, 3.2555], [1.9707, 2.5596, 4.8218], [1.0551, 0.2989, 4.3945], [1.7129, -0.9396, 2.3708], [3.7514, -4.3724, -0.9738], [4.5009, -6.6580, -0.4051], [3.3056, -7.9559, 1.3237], [1.3697, -6.9728, 2.4986], [0.6312, -4.6753, 1.9482], [2.2713, -0.9670, -2.3128], [1.6823, -1.1418, -4.6853], [0.3989, -3.0850, -5.5168], [-0.2811, -4.8689, -3.9410], [0.3066, -4.7104, -1.5666], [-4.3148, -0.0423, -0.0423], [-3.7269, 1.1065, -0.5468], [-4.4808, 2.2930, -0.4925], [-3.9429, 3.4453, -1.0115], [-2.6671, 3.4103, -1.5762], [-2.0103, 2.2016, -1.5717], [-2.5067, 1.0647, -1.0625], [-3.9023, -1.3771, -0.0670], [-4.9113, -2.3470, 0.0129], [-4.5559, -3.6751, 0.0290], [-3.2082, -4.0128, -0.0432], [-2.2944, -2.9850, -0.1156], [-2.6134, -1.6834, -0.1204], [-5.2907, 0.0695, 0.1750], [-5.4708, 2.2889, -0.0551], [-4.5127, 4.3650, -0.9873], [-2.2100, 4.2873, -2.0112], [-1.0166, 2.1292, -2.0000], [-5.9509, -2.0489, 0.0500], [-5.3181, -4.4405, 0.0888], [-2.8784, -5.0415, -0.0408], [-1.2338, -3.2037, -0.1573], [0.5429, 7.3957, 5.9216], [0.9257, 7.5100, 4.4530], [1.6353, 5.9845, 3.8791], [2.9293, 5.8175, 4.4851], [0.6380, 4.9476, 4.0266], [1.9103, 6.2581, 2.1336], [0.7563, 5.8495, 1.2165], [1.0189, 4.5863, 0.5263], [0.3969, 3.3991, 0.7329], [0.8959, 2.4452, -0.0403], [1.8687, 3.0256, -0.7916], [1.9539, 4.3422, -0.4643], [2.8251, 5.3189, -1.0406], [2.7182, 6.4780, -0.6673], [3.5948, 4.9271, -1.8907], [-0.7240, 3.2040, 1.6889], [0.0246, 8.3015, 6.2310], [1.4285, 7.2759, 6.5427], [-0.1183, 6.5464, 6.0863], [1.6827, 8.2767, 4.2850], [0.0609, 7.7141, 3.8180], [2.8145, 5.6934, 1.9103], [2.1633, 7.3118, 2.0197], [0.6012, 6.6145, 0.4617], [-0.1675, 5.7159, 1.7760], [2.4656, 2.4867, -1.5077], [-0.4404, 3.5009, 2.6967], [-0.9949, 2.1502, 1.6980], [-1.6035, 3.7749, 1.3815]], "forces_ev_per_angstrom": [[-0.4, 0.0, -0.1], [0.2, -0.1, 0.1], [-0.2, -0.1, 0.1], [0.0, 0.0, 0.0], [0.0, 0.0, 0.0], [0.0, 0.0, 0.0], [0.0, 0.0, 0.0], [0.0, 0.0, 0.0], [0.0, 0.0, 0.0], [0.0, 0.0, 0.0], [0.0, 0.0, 0.0], [0.0, 0.0, 0.0], [0.0, 0.0, 0.0], [0.0, 0.0, 0.0], [0.0, 0.0, 0.0], [0.2, 0.2, -0.1], [0.0, 0.0, 0.0], [0.0, 0.0, 0.0], [0.0, 0.0, 0.0], [0.0, 0.0, 0.0], [0.0, 0.0, 0.0], [0.0, 0.0, 0.0], [0.1, -0.2, 0.0], [0.0, 0.0, 0.0], [0.0, 0.0, 0.0], [0.0, 0.0, 0.0], [0.0, 0.0, 0.0], [0.0, 0.0, 0.0], [0.1, 0.0, -0.1], [0.0, 0.0, 0.0], [0.0, 0.0, 0.0], [0.0, 0.0, 0.0], [0.0, 0.0, 0.0], [0.0, 0.0, 0.0], [0.0, 0.0, 0.0], [0.0, 0.0, 0.0], [0.0, 0.0, 0.0], [0.0, 0.0, 0.0], [0.0, 0.0, 0.0], [0.0, 0.0, 0.0], [0.0, 0.0, 0.0], [0.0, 0.0, 0.0], [0.0, 0.0, 0.0], [0.0, 0.0, 0.0], [0.0, 0.0, 0.0], [0.0, 0.0, 0.0], [0.0, 0.0, 0.0], [0.0, 0.0, 0.0], [0.0, 0.0, 0.0], [0.0, 0.0, 0.0], [0.0, 0.0, 0.0], [0.0, 0.0, 0.0], [0.0, 0.0, 0.0], [-0.1, 0.0, 0.0], [0.0, 0.0, -0.1], [0.1, 0.1, 0.0], [0.0, 0.1, 0.0], [0.0, 0.0, 0.0], [0.0, 0.0, 0.0], [0.0, 0.0, 0.0], [0.0, 0.0, 0.0], [0.1, 0.0, 0.1], [0.0, 0.0, 0.0], [0.0, 0.0, 0.0], [0.0, 0.0, 0.0], [0.0, 0.0, 0.0], [0.0, 0.0, 0.0], [0.0, 0.0, 0.0], [0.0, 0.0, 0.0], [0.0, 0.0, 0.0], [0.0, 0.0, 0.0], [0.0, 0.0, 0.0], [0.0, 0.1, 0.0], [0.0, 0.0, 0.1], [0.0, 0.0, 0.0], [0.0, 0.0, 0.0], [0.0, 0.0, -0.1], [0.0, 0.0, -0.1], [0.0, 0.0, -0.1], [0.1, 0.0, 0.1], [-0.1, 0.1, -0.1], [0.0, 0.0, 0.1], [0.1, 0.0, 0.1], [-0.2, 0.0, -0.1], [0.1, 0.0, 0.1], [0.0, 0.0, 0.1], [0.0, 0.0, 0.0], [0.0, 0.0, 0.0], [0.0, 0.0, 0.0], [0.0, 0.0, 0.0], [0.0, 0.0, 0.0], [0.0, 0.0, 0.0], [0.0, 0.0, 0.0], [0.0, 0.0, 0.0], [0.0, 0.0, 0.0], [0.0, 0.0, 0.0], [0.0, 0.0, 0.0], [0.0, 0.0, 0.0], [0.0, 0.0, 0.0], [0.0, 0.0, 0.0]], "de_lowest_kj_mol": 32.11, "charge": 1}

=====

no.,electronic energy (a.u.)
1,-2853.823860
2,-321.312232
3,-509.191344
4,-3991.189228